No. 1
The following is a DFT calculation (ωB97M-V/def2-TZVPD) of a 3-piece molecular cluster, C51H51NO6P overall at a distorted geometry.

```
! wB97M-V def2-TZVPD RIJCOSX def2/J DEFGRID3
* xyz 1 1
C -0.995 -3.057 2.842
C -2.522 -3.151 2.567
C -3.192 -1.765 2.387
C -2.376 -0.849 1.459
C -3.206 0.353 0.909
C -2.920 0.592 -0.609
C -1.608 1.413 -0.715
N -0.704 1.079 -1.884
C -1.450 1.229 -3.190
C -1.818 -0.012 -4.030
C -3.221 -0.587 -3.754
C -4.282 0.261 -4.040
C -5.594 -0.132 -3.881
C -5.822 -1.426 -3.423
C -4.775 -2.261 -3.128
C -3.454 -1.864 -3.292
C 0.385 2.176 -1.959
C 1.207 2.422 -0.723
C 2.477 1.859 -0.639
C 3.288 2.061 0.452
C 2.872 2.864 1.504
C 1.614 3.445 1.434
C 1.186 4.356 2.584
C 0.809 3.214 0.342
P 0.182 -0.483 -1.574
O -0.845 -1.753 -1.708
O 0.579 -0.499 0.012
H -0.742 -2.147 3.407
H -0.610 -3.891 3.440
H -0.487 -3.007 1.868
H -2.644 -3.784 1.675
H -2.972 -3.704 3.403
H -3.237 -1.340 3.402
H -4.213 -1.960 2.032
H -1.501 -0.483 2.011
H -2.057 -1.460 0.602
H -3.048 1.263 1.504
H -4.259 0.062 1.005
H -2.890 -0.401 -1.064
H -3.776 1.180 -0.964
H -1.105 1.369 0.255
H -1.905 2.464 -0.851
H -2.383 1.770 -2.982
H -0.909 1.905 -3.860
H -1.086 -0.828 -4.053
H -1.883 0.335 -5.072
H -4.084 1.271 -4.409
H -6.395 0.552 -4.147
H -6.855 -1.752 -3.322
H -5.039 -3.260 -2.782
H -2.637 -2.548 -3.084
H 1.028 1.933 -2.811
H -0.185 3.091 -2.174
H 2.808 1.230 -1.469
H 4.267 1.583 0.459
H 3.540 3.015 2.349
H 0.663 5.224 2.159
H 2.110 4.752 3.024
H 0.579 3.839 3.332
H -0.171 3.695 0.281
H -0.510 -2.430 -1.095
H 1.427 -0.954 0.120
C 0.132 -6.352 1.062
C 1.122 -5.667 1.760
C 1.960 -6.349 2.625
C 1.805 -7.718 2.805
C 0.797 -8.400 2.123
C -0.031 -7.714 1.243
C 0.585 -9.859 2.340
O -0.290 -10.450 1.742
C 1.462 -10.568 3.310
C 1.243 -11.915 3.568
C 2.061 -12.590 4.459
C 3.107 -11.924 5.090
C 3.327 -10.579 4.840
C 2.500 -9.894 3.958
C 2.726 -8.443 3.726
O 3.634 -7.856 4.276
H -0.519 -5.818 0.378
H 1.240 -4.599 1.626
H 2.734 -5.818 3.164
H -0.805 -8.246 0.704
H 0.433 -12.436 3.076
H 1.887 -13.639 4.663
H 3.750 -12.455 5.781
H 4.137 -10.061 5.335
C -1.116 10.570 -2.401
C -0.112 11.518 -2.571
C 1.219 11.148 -2.470
C 1.553 9.830 -2.188
C 0.544 8.882 -1.994
C -0.789 9.255 -2.113
C 0.882 7.478 -1.644
O 0.006 6.646 -1.479
C 2.314 7.109 -1.491
C 2.640 5.815 -1.109
C 3.968 5.445 -0.973
C 4.977 6.370 -1.229
C 4.655 7.665 -1.606
C 3.324 8.041 -1.729
C 2.988 9.443 -2.100
O 3.864 10.252 -2.320
H -2.155 10.860 -2.490
H -0.370 12.548 -2.784
H 1.999 11.885 -2.607
H -1.571 8.520 -1.976
H 1.854 5.100 -0.912
H 4.219 4.438 -0.669
H 6.015 6.080 -1.130
H 5.440 8.384 -1.800
*
```

Frontier orbital gap ... 8.4 eV
Highest occupied orbital energy ... -11.13 eV


No. 2
The following is a DFT calculation (ωB97M-V/def2-TZVPD) of C51H52N7O4PRuS as an isolated structure at a distorted geometry.

```
! wB97M-V def2-TZVPD RIJCOSX def2/J DEFGRID3
* xyz 1 6
Ru 16.272 10.735 12.972
C 21.671 5.849 13.856
O 20.955 7.074 14.103
C 21.062 7.601 15.409
C 21.835 6.988 16.419
C 22.067 7.765 17.569
C 21.553 9.028 17.769
C 20.966 9.711 16.696
C 20.585 8.916 15.595
N 19.838 9.393 14.476
C 18.757 10.158 14.468
N 18.087 10.381 15.649
C 16.961 11.247 15.819
C 15.964 11.412 14.854
C 15.058 12.438 14.978
C 15.023 13.255 16.084
C 15.838 12.891 17.184
C 16.807 11.921 17.021
O 17.758 11.766 18.011
C 17.369 12.242 19.323
N 18.310 10.594 13.287
C 19.163 10.769 12.219
C 18.951 9.872 11.045
C 20.082 9.830 10.024
C 21.203 10.582 10.197
C 21.230 11.562 11.261
C 20.244 11.700 12.264
O 20.399 12.462 13.399
C 21.617 13.161 13.688
H 21.754 5.241 14.728
H 22.689 6.016 13.553
H 21.156 5.285 13.029
H 22.277 5.998 16.397
H 22.619 7.324 18.367
H 21.717 9.488 18.744
H 20.808 10.785 16.705
H 20.010 8.861 13.610
H 18.553 9.971 16.481
H 14.378 12.674 14.172
H 14.294 14.065 16.143
H 15.736 13.449 18.136
H 18.226 12.195 19.986
H 16.492 11.624 19.717
H 17.167 13.351 19.316
H 18.892 8.851 11.463
H 19.955 9.128 9.174
H 22.065 10.640 9.488
H 22.085 12.287 11.154
H 22.160 13.404 12.739
H 22.254 12.578 14.356
H 21.249 14.109 14.095
N 17.160 11.448 10.194
P 16.129 12.265 11.250
C 14.621 12.706 10.374
C 13.328 12.366 10.926
C 12.197 12.992 10.459
C 12.239 13.922 9.403
C 13.419 14.196 8.806
C 14.649 13.540 9.247
C 16.879 13.883 11.514
C 16.165 14.858 12.200
C 16.619 16.175 12.294
C 17.702 16.562 11.528
C 18.448 15.627 10.863
C 18.088 14.277 10.942
C 17.541 10.041 10.288
C 17.499 9.391 8.967
C 17.339 8.063 8.701
C 17.205 6.975 9.584
C 16.959 6.970 10.951
N 16.363 7.842 11.749
H 17.448 12.114 9.447
H 13.228 11.625 11.728
H 11.199 12.717 10.829
H 11.364 14.463 9.127
H 13.471 15.060 8.119
H 15.552 13.829 8.680
H 15.286 14.517 12.700
H 16.210 16.811 13.048
H 18.009 17.576 11.502
H 19.290 15.922 10.210
H 18.700 13.578 10.329
H 17.601 10.137 8.130
H 17.384 7.864 7.653
H 17.265 5.979 9.094
H 17.272 6.098 11.561
C 12.115 8.389 8.320
C 10.833 8.403 9.096
N 10.973 7.547 10.356
C 11.210 6.102 10.264
C 12.549 5.638 10.788
C 11.199 8.072 11.480
S 16.002 9.346 11.209
N 11.390 8.129 12.661
C 11.967 8.999 13.544
O 12.973 9.745 13.295
C 11.520 8.908 14.928
C 12.439 9.159 16.005
C 11.957 9.090 17.340
C 10.608 8.734 17.647
C 9.675 8.705 16.594
C 10.195 8.700 15.259
H 12.172 9.362 7.861
H 12.120 7.545 7.572
H 12.994 8.405 9.032
H 10.002 8.077 8.504
H 10.679 9.418 9.494
H 10.951 5.760 9.301
H 10.428 5.592 10.913
H 13.334 6.278 10.383
H 12.642 4.631 10.396
H 12.661 5.665 11.872
H 13.518 9.380 15.739
H 12.625 9.343 18.133
H 10.272 8.607 18.645
H 8.638 8.696 16.654
H 9.477 8.587 14.444
*
```

⟨S²⟩ ... 8.8237
Frontier orbital gap (spin up / spin down) ... 5.1 / 4.5 eV
Highest occupied orbital energy (spin up / spin down) ... -8.09 / -8.61 eV
Relative energy (zero: lowest compared OMol25 entry of this formula, charge and spin) ... 5.7678 eV


No. 3
The following is a DFT calculation (ωB97M-V/def2-TZVPD) of C51H53AsN10NaOPS3 as an isolated structure at a distorted geometry.

```
! wB97M-V def2-TZVPD RIJCOSX def2/J DEFGRID3
* xyz -2 1
Na 1.165 -0.419 -2.082
C 0.667 -5.020 -3.788
N -0.376 -4.351 -3.023
C -1.571 -3.992 -3.756
C -2.471 -3.116 -2.944
N -2.633 -3.198 -1.654
C -3.615 -2.276 -1.351
C -4.181 -1.926 -0.130
C -5.203 -0.997 -0.138
C -5.669 -0.424 -1.327
C -5.110 -0.754 -2.546
C -4.062 -1.663 -2.537
N -3.318 -2.228 -3.554
C 2.016 -4.756 -3.202
N 2.436 -3.636 -2.691
C 3.736 -3.874 -2.276
C 4.657 -3.025 -1.672
C 5.909 -3.534 -1.391
C 6.257 -4.850 -1.706
C 5.358 -5.707 -2.316
C 4.098 -5.195 -2.591
N 2.983 -5.735 -3.192
H 0.687 -4.732 -4.856
H 0.465 -6.099 -3.749
H 0.020 -3.512 -2.603
H -2.123 -4.914 -3.988
H -1.361 -3.486 -4.713
H -3.829 -2.375 0.790
H -5.653 -0.692 0.793
H -6.475 0.298 -1.288
H -5.450 -0.304 -3.467
H -3.059 -1.682 -4.383
H 4.394 -1.997 -1.458
H 6.647 -2.893 -0.929
H 7.252 -5.210 -1.477
H 5.625 -6.725 -2.573
H 2.882 -6.677 -3.520
S 6.636 0.774 -0.874
C 5.256 0.614 -1.899
S 5.451 0.771 -3.564
S 3.662 0.355 -1.284
O 0.508 -1.909 -0.686
H -0.315 -2.412 -0.654
H 1.146 -2.419 -0.135
C -1.782 1.806 2.062
C -2.739 1.062 2.968
As -3.926 2.206 4.099
C -4.855 3.257 2.739
C -5.637 2.572 1.809
C -6.451 3.253 0.919
C -6.490 4.639 0.934
C -5.739 5.333 1.870
C -4.950 4.646 2.779
C -2.587 3.479 4.732
C -1.938 4.430 3.942
C -0.925 5.215 4.466
C -0.546 5.076 5.794
C -1.189 4.143 6.595
C -2.194 3.353 6.064
P -0.480 0.752 1.167
C 0.254 -0.037 2.663
C 1.467 0.309 3.250
C 1.931 -0.371 4.367
C 1.190 -1.400 4.921
C -0.001 -1.780 4.323
C -0.450 -1.122 3.192
C 0.658 2.169 0.883
C 1.064 3.038 1.903
C 1.929 4.084 1.643
C 2.408 4.293 0.360
C 2.007 3.457 -0.664
C 1.136 2.404 -0.413
H -1.232 2.542 2.643
H -2.327 2.318 1.261
H -2.179 0.463 3.688
H -3.377 0.380 2.399
H -5.602 1.487 1.786
H -7.066 2.708 0.215
H -7.107 5.176 0.226
H -5.780 6.415 1.900
H -4.398 5.197 3.531
H -2.226 4.559 2.907
H -0.417 5.929 3.829
H 0.247 5.687 6.203
H -0.896 4.029 7.631
H -2.691 2.614 6.684
H 2.079 1.087 2.825
H 2.891 -0.100 4.788
H 1.554 -1.925 5.795
H -0.570 -2.605 4.731
H -1.348 -1.469 2.694
H 0.725 2.902 2.923
H 2.243 4.729 2.456
H 3.099 5.102 0.165
H 2.399 3.595 -1.662
H 0.838 1.784 -1.268
C -1.650 2.030 -2.491
C -1.228 1.267 -3.708
C -1.717 1.399 -4.998
C -1.018 0.449 -5.785
C -0.113 -0.162 -4.921
C 0.973 -1.139 -5.270
N -0.256 0.313 -3.655
H -2.674 2.383 -2.609
H -1.011 2.902 -2.321
H -1.603 1.393 -1.605
H -2.479 2.087 -5.336
H -1.107 0.291 -6.853
H 1.870 -0.608 -5.598
H 0.661 -1.794 -6.087
H 1.253 -1.742 -4.403
N 5.179 -0.460 1.491
C 5.914 -1.570 1.637
N 7.258 -1.354 1.807
N 5.483 -2.809 1.728
C 4.268 -3.178 1.460
N 3.244 -3.668 1.209
H 5.668 0.268 0.904
H 4.241 -0.597 1.126
H 7.558 -0.504 1.341
H 7.828 -2.161 1.607
*
```

Frontier orbital gap ... 4.4 eV
Highest occupied orbital energy ... -0.85 eV


No. 4
The following is a DFT calculation (ωB97M-V/def2-TZVPD) of C51H54BrF3N3O2S2Sc as an isolated structure at a distorted geometry.

```
! wB97M-V def2-TZVPD RIJCOSX def2/J DEFGRID3
* xyz 0 1
Sc -0.173 -0.202 -0.069
Br -3.386 -0.257 -0.105
C -3.518 0.961 1.341
C -4.776 1.393 1.624
C -4.981 2.262 2.715
C -3.915 2.630 3.482
C -2.607 2.159 3.199
C -1.528 2.520 4.048
C -0.280 2.047 3.793
C -0.057 1.220 2.664
C -1.033 0.839 1.780
C -2.357 1.315 2.079
H -5.611 1.072 1.010
H -5.979 2.626 2.932
H -4.049 3.281 4.340
H -1.725 3.161 4.901
H 0.551 2.313 4.437
H 0.958 0.881 2.507
F 2.594 -3.143 -4.190
C 1.339 -3.490 -4.493
F 1.156 -4.766 -4.102
F 1.249 -3.484 -5.849
C 0.301 -2.564 -3.914
C -0.684 -2.109 -4.765
C -1.633 -1.203 -4.315
C -1.524 -0.774 -3.019
N -0.606 -1.238 -2.152
C 0.309 -2.171 -2.545
S 1.397 -2.784 -1.364
H -0.688 -2.435 -5.798
H -2.409 -0.812 -4.964
H -2.190 -0.005 -2.642
O -1.119 -2.058 0.644
S -1.076 -3.560 0.400
C -2.559 -4.281 1.249
C -3.803 -3.443 1.216
C -4.102 -2.610 2.291
C -5.287 -1.886 2.313
C -6.190 -1.994 1.261
C -5.893 -2.812 0.178
C -4.702 -3.528 0.154
C 0.144 -4.208 1.602
C -0.097 -3.876 3.056
C -0.141 -2.560 3.527
C -0.421 -2.298 4.864
C -0.647 -3.341 5.755
C -0.588 -4.653 5.301
C -0.320 -4.914 3.963
H -2.289 -4.510 2.277
H -2.702 -5.214 0.697
H -3.398 -2.530 3.115
H -5.507 -1.238 3.153
H -7.120 -1.435 1.282
H -6.590 -2.895 -0.649
H -4.476 -4.180 -0.688
H 1.079 -3.811 1.213
H 0.136 -5.289 1.433
H 0.016 -1.734 2.856
H -0.470 -1.266 5.199
H -0.869 -3.134 6.796
H -0.756 -5.477 5.987
H -0.286 -5.943 3.612
C -3.795 3.505 -1.631
C -2.298 3.605 -1.776
C -1.744 4.800 -2.233
C -0.373 4.905 -2.374
C 0.253 6.180 -2.883
C 0.449 3.825 -2.067
C -0.049 2.591 -1.600
C -1.460 2.544 -1.470
N 0.727 1.465 -1.317
C 2.121 1.518 -1.811
C 2.187 1.732 -3.342
C 3.640 1.742 -3.835
C 4.425 2.837 -3.098
C 4.434 2.553 -1.589
C 5.070 1.183 -1.333
C 4.244 0.116 -2.056
C 4.286 0.381 -3.563
C 2.786 0.169 -1.578
C 2.991 2.553 -1.059
H -4.293 4.209 -2.303
H -4.099 3.748 -0.613
H -4.158 2.502 -1.854
H -2.391 5.636 -2.485
H -0.490 6.972 -2.983
H 0.715 6.027 -3.863
H 1.036 6.532 -2.206
H 1.507 3.981 -2.211
H -1.919 1.616 -1.158
H 1.697 2.652 -3.652
H 1.633 0.911 -3.813
H 3.651 1.945 -4.908
H 3.975 3.818 -3.290
H 5.453 2.872 -3.473
H 5.006 3.329 -1.078
H 5.086 0.979 -0.256
H 6.108 1.166 -1.685
H 4.643 -0.879 -1.844
H 3.745 -0.410 -4.096
H 5.323 0.371 -3.922
H 2.746 -0.074 -0.517
H 2.228 -0.585 -2.116
H 2.580 3.560 -1.118
H 2.977 2.281 0.003
C 4.645 -1.728 2.994
N 3.606 -0.882 2.408
C 3.831 0.562 2.392
C 2.549 -1.448 1.833
O 1.631 -0.857 1.274
H 5.123 -1.182 3.803
H 5.406 -1.995 2.259
H 4.209 -2.637 3.405
H 4.791 0.781 1.921
H 3.841 0.949 3.411
H 3.049 1.051 1.827
H 2.556 -2.543 1.904
*
```

Frontier orbital gap ... 6.7 eV
Highest occupied orbital energy ... -6.45 eV
Relative energy (zero: lowest compared OMol25 entry of this formula, charge and spin) ... 0.8754 eV


| no. | E_tot (Eh) |
| --- | --- |
| 1 | -2821.3961 |
| 2 | -3492.6993 |
| 3 | -6532.1973 |
| 4 | -6721.4220 |